Entry 1:
C54H50N6O9STeV | the ωB97M-V functional and the def2-TZVPD basis

```
122
Properties=species:S:1:pos:R:3:mulliken_charge:R:1
V 1.444 1.414 0.301 -0.335
C 6.731 -2.540 1.932 -1.484
C 5.814 -1.469 1.394 0.246
C 6.306 -0.366 0.715 -0.945
C 5.477 0.655 0.241 0.666
C 6.084 1.811 -0.487 -0.353
O 7.026 1.642 -1.233 -0.619
C 5.518 3.185 -0.280 0.458
C 5.511 4.077 -1.346 -0.402
C 5.000 5.357 -1.183 -0.579
C 4.523 5.757 0.061 -0.279
C 4.556 4.875 1.135 -0.707
C 5.043 3.588 0.961 -0.107
C 4.106 0.542 0.418 0.612
O 3.233 1.476 0.008 -0.526
C 3.584 -0.593 1.064 0.145
C 4.429 -1.568 1.561 -0.240
C 2.079 -0.646 1.118 0.526
N 1.351 -0.689 0.018 0.662
C 1.966 -1.004 -1.269 -0.444
C 0.991 -1.812 -2.116 -1.514
Te 0.174 -3.506 -1.102 0.129
C 2.054 -4.474 -1.001 -0.089
C 2.843 -4.668 -2.136 -0.160
C 4.107 -5.233 -2.024 -0.615
C 4.589 -5.626 -0.780 -0.441
C 3.801 -5.455 0.349 -0.615
C 2.541 -4.875 0.240 -0.171
C 1.420 -0.836 2.432 -0.059
C 0.199 -1.500 2.510 0.143
C -0.387 -1.737 3.744 -0.800
C 0.233 -1.301 4.909 -0.594
C 1.441 -0.619 4.835 -1.096
C 2.033 -0.391 3.603 -0.283
H 7.769 -2.209 1.922 0.412
H 6.664 -3.452 1.333 0.242
H 6.468 -2.802 2.959 0.348
H 7.373 -0.264 0.547 0.452
H 5.898 3.748 -2.303 0.454
H 4.974 6.044 -2.020 0.432
H 4.128 6.757 0.192 0.422
H 4.197 5.191 2.107 0.397
H 5.065 2.895 1.794 0.447
H 4.004 -2.429 2.071 0.542
H 2.906 -1.544 -1.140 0.457
H 2.193 -0.088 -1.827 0.038
H 1.479 -2.153 -3.027 0.687
H 0.116 -1.219 -2.379 0.379
H 2.470 -4.380 -3.111 0.385
H 4.714 -5.375 -2.911 0.404
H 5.576 -6.064 -0.694 0.404
H 4.170 -5.763 1.321 0.418
H 1.937 -4.728 1.128 0.347
H -0.277 -1.830 1.592 0.160
H -1.331 -2.266 3.796 0.531
H -0.221 -1.491 5.873 0.424
H 1.922 -0.266 5.739 0.433
H 2.975 0.139 3.543 0.521
O 0.088 2.514 -3.348 -0.520
C -0.465 3.811 -3.401 -0.547
N 0.521 4.817 -3.719 -0.052
C 1.240 5.575 -2.838 -0.376
O 1.930 6.514 -3.178 -0.654
C 1.120 5.173 -1.395 -0.021
C 0.641 6.037 -0.429 -0.351
C 0.564 5.591 0.881 -1.418
C 0.941 4.295 1.169 -0.586
N 1.417 3.456 0.238 1.298
C 1.537 3.909 -1.015 -0.084
H -0.274 2.068 -2.565 0.214
H -0.930 4.065 -2.447 0.348
H -1.226 3.856 -4.179 0.410
H 0.723 4.997 -4.690 0.263
H 0.332 7.039 -0.704 0.569
H 0.188 6.231 1.668 0.526
H 0.866 3.895 2.171 0.642
H 1.989 3.239 -1.736 0.657
C -4.921 -5.636 -1.557 -0.993
C -4.910 -4.657 -2.731 -0.849
C -5.149 -3.220 -2.295 -0.149
N -3.981 -2.743 -1.549 0.557
C -3.744 -1.499 -1.143 -1.209
S -2.218 -0.937 -0.784 0.134
N -4.854 -0.643 -1.060 0.231
C -6.007 -0.727 -0.275 0.424
O -6.750 0.225 -0.227 -0.596
C -6.261 -1.968 0.520 -0.023
C -7.534 -2.525 0.486 -0.270
C -7.804 -3.678 1.208 -0.645
C -6.807 -4.258 1.985 -0.451
C -5.548 -3.677 2.051 -0.740
C -5.270 -2.533 1.314 0.057
H -4.676 -6.646 -1.886 0.374
H -5.906 -5.659 -1.085 0.244
H -4.197 -5.351 -0.789 0.266
H -5.687 -4.926 -3.448 0.403
H -3.954 -4.716 -3.262 0.379
H -6.035 -3.179 -1.664 0.091
H -5.317 -2.571 -3.156 0.273
H -3.144 -3.307 -1.606 0.069
H -4.628 0.318 -1.280 -0.125
H -8.302 -2.050 -0.113 0.468
H -8.791 -4.121 1.168 0.399
H -7.016 -5.159 2.547 0.407
H -4.778 -4.116 2.673 0.430
H -4.287 -2.076 1.368 0.537
O -0.483 1.605 -0.597 -0.225
C -0.909 1.772 0.588 1.191
O -0.150 1.518 1.568 -0.784
C -2.264 2.356 0.808 -0.448
C -2.624 2.858 2.049 -0.551
C -3.851 3.489 2.217 -0.828
C -4.728 3.600 1.150 -0.737
C -4.357 3.062 -0.068 -0.542
C -3.137 2.451 -0.265 0.330
N -5.296 3.159 -1.215 1.247
O -4.988 2.586 -2.240 -0.621
O -6.310 3.802 -1.057 -0.678
H -1.934 2.747 2.877 0.507
H -4.127 3.894 3.182 0.445
H -5.689 4.085 1.246 0.529
H -2.869 2.044 -1.229 1.290
```

Its HOMO energy (alpha / beta) is -0.267 / -0.280 Eh. Its spin multiplicity is 4. Its lowest unoccupied orbital energy (alpha / beta) is -0.0200 / -0.0200 Eh. The value obtained for the energy above the lowest of the compared OMol25 structures with the same formula, charge and spin is 3.84 kcal/mol. As for the expectation value of S²: 3.764. Its orbital gap (alpha / beta) is 6.7262 / 7.0696 eV.



Entry 2:
C50H48N9O3P2S2Ti | the ωB97M-V functional and the def2-TZVPD basis

```
115
Properties=species:S:1:pos:R:3:mulliken_charge:R:1
Ti -0.484 0.434 0.437 -1.344
O 1.999 2.414 1.472 -1.164
S 1.996 1.238 0.549 1.993
C 3.252 0.161 1.284 0.114
C 4.585 0.485 1.423 -0.314
C 5.458 -0.462 1.941 -1.109
C 4.976 -1.688 2.371 -0.871
C 3.615 -1.954 2.350 -0.429
C 2.737 -1.029 1.794 -0.828
P 0.919 -1.313 1.726 3.184
C 0.558 -1.511 3.519 0.937
C 0.635 -2.718 4.209 -0.586
C 0.291 -2.773 5.550 -0.867
C -0.107 -1.631 6.224 -0.752
C -0.151 -0.420 5.553 -0.771
C 0.175 -0.364 4.211 -0.503
C 0.776 -3.013 1.104 0.623
C -0.332 -3.784 1.464 -0.586
C -0.557 -5.003 0.853 -1.381
C 0.310 -5.458 -0.130 -0.810
C 1.433 -4.718 -0.458 -0.640
C 1.674 -3.507 0.165 -0.850
C 2.608 1.999 -0.982 0.307
C 3.910 2.092 -1.426 -0.420
C 4.200 2.899 -2.521 -1.001
C 3.201 3.622 -3.149 -1.164
C 1.887 3.494 -2.730 0.002
C 1.580 2.660 -1.662 -0.894
P -0.136 2.401 -1.100 2.208
C -1.204 2.310 -2.588 1.991
C -0.686 2.002 -3.845 -0.797
C -1.531 1.649 -4.883 -0.993
C -2.901 1.596 -4.691 -0.764
C -3.431 1.939 -3.457 -0.983
C -2.591 2.289 -2.416 -0.328
C -0.394 3.999 -0.222 1.315
C 0.722 4.722 0.204 -0.584
C 0.578 5.848 0.995 -1.001
C -0.682 6.285 1.367 -0.746
C -1.798 5.575 0.953 -1.119
C -1.655 4.436 0.179 -0.057
H 4.936 1.467 1.149 0.833
H 6.512 -0.243 2.006 0.474
H 5.662 -2.436 2.739 0.477
H 3.229 -2.878 2.756 0.490
H 0.947 -3.618 3.701 0.378
H 0.325 -3.716 6.073 0.467
H -0.384 -1.684 7.266 0.435
H -0.442 0.478 6.076 0.497
H 0.147 0.582 3.686 0.242
H -1.014 -3.424 2.225 0.699
H -1.415 -5.597 1.130 0.471
H 0.105 -6.385 -0.640 0.492
H 2.119 -5.074 -1.210 0.530
H 2.553 -2.935 -0.083 0.374
H 4.699 1.540 -0.943 0.668
H 5.217 2.978 -2.869 0.473
H 3.440 4.282 -3.967 0.484
H 1.098 4.050 -3.215 0.670
H 0.379 1.978 -4.007 0.358
H -1.110 1.399 -5.846 0.494
H -3.552 1.288 -5.494 0.435
H -4.502 1.929 -3.304 0.473
H -3.026 2.550 -1.462 -0.015
H 1.718 4.403 -0.061 0.370
H 1.456 6.392 1.312 0.501
H -0.792 7.176 1.965 0.440
H -2.786 5.922 1.219 0.534
H -2.539 3.894 -0.121 0.382
N 3.045 -5.376 -5.104 -0.473
C 2.559 -4.348 -4.376 0.989
C 3.414 -3.599 -3.548 -0.992
C 2.919 -2.569 -2.785 -0.765
C 1.563 -2.271 -2.818 0.270
C 0.703 -2.973 -3.645 -0.489
C 1.193 -4.014 -4.404 -1.057
S 1.091 -0.841 -1.888 1.121
O 2.000 -0.743 -0.739 -0.321
O 1.134 0.319 -2.734 -0.406
N -0.363 -0.785 -1.167 0.413
C -1.193 -1.763 -0.828 -0.032
N -1.858 -1.472 0.327 0.487
C -2.886 -2.254 0.639 -0.179
C -3.247 -3.337 -0.142 -1.406
C -2.419 -3.622 -1.226 -0.810
N -1.407 -2.851 -1.568 -0.149
H 4.037 -5.529 -5.157 0.202
H 2.460 -5.840 -5.775 0.203
H 4.467 -3.836 -3.533 0.367
H 3.569 -1.978 -2.162 0.399
H -0.340 -2.712 -3.677 0.536
H 0.520 -4.567 -5.042 0.363
H -3.421 -1.999 1.547 0.722
H -4.100 -3.948 0.090 0.522
H -2.574 -4.488 -1.854 0.576
C -5.512 2.145 2.250 -1.208
N -4.673 1.424 1.301 0.290
C -5.379 0.599 0.336 -1.097
C -3.323 1.497 1.330 -0.211
N -2.509 1.022 0.433 0.206
N -2.787 2.204 2.388 0.133
C -1.444 2.471 2.552 -0.560
N -1.145 3.431 3.457 -0.252
N -0.542 1.786 1.937 0.164
H -6.517 2.222 1.844 0.426
H -5.161 3.168 2.404 0.437
H -5.575 1.625 3.210 0.325
H -6.235 0.130 0.820 0.463
H -4.740 -0.196 -0.044 0.332
H -5.748 1.194 -0.502 0.342
H -2.967 0.575 -0.357 -0.024
H -3.428 2.629 3.042 0.288
H -1.828 4.086 3.793 0.248
H -0.175 3.684 3.567 0.249
H 0.405 2.180 2.092 0.214
```

As for the charge: +2. Its HOMO energy (alpha / beta) is -0.448 / -0.449 Eh. Its spin multiplicity is 2. Its lowest unoccupied orbital energy (alpha / beta) is -0.1742 / -0.1689 Eh. As for the expectation value of S²: 0.754. Its orbital gap (alpha / beta) is 7.4553 / 7.6117 eV.



Look up the spin multiplicity of the second one. 2



spin multiplicity of number 1 (C54H50N6O9STeV)? 4



Number 2 is which compound? C50H48N9O3P2S2Ti



Among the records above, which one has the lowest spin multiplicity? C50H48N9O3P2S2Ti